A molecular structure, C25H24BN8OS2Sr, computed with ωB97M-V with the def2-TZVPD basis set.

```
62
Properties=species:S:1:pos:R:3:forces:R:3
Sr -0.149066 1.266483 0.785862 -0.349 -0.222 0.175
C -0.124275 2.952308 5.449208 0.061 0.618 -0.345
C 0.108190 1.977053 4.445013 -1.697 1.332 -0.061
N -0.483255 2.336657 3.298028 0.492 2.334 0.415
N -0.980002 3.680101 3.512375 0.775 -1.435 -0.470
C -0.761191 4.046131 4.803298 -1.163 -1.860 0.766
B -1.150613 4.793554 2.359038 0.956 -1.321 -0.889
N 0.278868 4.948032 1.660822 0.071 -3.817 -0.557
C 1.136419 5.904843 1.449472 1.428 0.668 -1.981
C 2.195478 5.487898 0.603961 -0.892 -0.796 1.993
C 1.976519 4.093917 0.518727 -0.406 0.535 -0.706
N 0.828158 3.768879 1.086010 -0.879 0.600 0.529
N -2.215737 4.413140 1.290339 3.677 -4.441 0.356
C -3.305849 4.950074 0.897763 -2.779 -0.039 -1.276
C -4.085113 4.030493 0.179159 0.971 0.136 0.387
C -3.284050 2.840052 0.189902 -1.414 1.212 -0.858
N -2.143288 3.054939 0.792676 0.067 1.532 1.210
H 0.116998 2.790303 6.497403 -0.093 0.433 -0.289
H 0.569013 1.002209 4.571465 -0.156 0.168 -0.179
H -1.456803 4.828263 5.236208 1.668 -0.607 -0.570
H -1.435985 5.825997 2.784121 -0.331 1.009 0.816
H 0.918807 6.886937 1.734823 -0.237 1.265 0.614
H 3.094011 6.020259 0.415761 0.375 0.412 -0.380
H 2.516024 3.316728 -0.045331 -0.208 0.464 0.494
H -3.472707 5.963894 1.144624 -0.464 0.833 0.179
H -5.011435 4.268359 -0.312110 -0.107 -0.298 0.008
H -3.545059 1.879499 -0.277004 0.404 0.443 0.380
C 1.460141 -3.782923 0.527193 -1.160 -0.338 0.585
C 1.430005 -2.342773 0.210567 -2.318 3.115 -0.924
N 0.288144 -1.704172 -0.148280 2.583 -1.206 2.084
N -0.755329 -2.525436 -0.281473 -2.789 0.210 -0.853
C -1.988605 -2.045102 -0.138708 2.779 -1.001 -0.407
S -2.513634 -0.799136 0.866238 -0.210 0.938 0.101
S -3.200319 -2.826430 -1.163020 -0.444 -0.201 0.257
C -2.451611 -4.440220 -1.513462 -0.218 -1.093 0.321
C -2.068294 -4.756456 -2.960869 1.233 0.369 0.845
C -2.825608 -4.290371 -4.018082 -0.285 -0.493 -0.089
C -2.451675 -4.574077 -5.327718 -1.316 0.669 -1.297
C -1.304112 -5.272323 -5.631532 1.308 -0.995 -0.079
C -0.487881 -5.684136 -4.582678 -0.528 0.503 1.267
C -0.866130 -5.429458 -3.248324 0.848 -0.139 0.221
C 2.676353 -1.579967 0.049788 1.125 1.084 -1.096
C 3.918548 -2.164637 0.372741 -1.021 0.436 0.465
C 5.147058 -1.665514 -0.012085 0.879 0.546 -1.307
C 5.175611 -0.508245 -0.824251 -0.032 -0.065 -0.115
C 3.996959 0.278387 -1.001068 0.838 -1.137 0.704
C 2.736788 -0.220436 -0.556104 -0.959 0.696 1.848
O 1.691897 0.604316 -0.416426 1.919 -0.903 -0.832
H 0.477961 -4.224549 0.218765 0.950 0.310 0.288
H 1.587535 -3.960796 1.625689 0.163 -0.028 -0.920
H 2.259800 -4.163427 -0.076379 0.559 -0.855 0.085
H -3.254458 -5.147174 -1.209023 0.458 0.220 -0.219
H -1.615248 -4.584183 -0.789061 -0.540 0.202 -0.834
H -3.755231 -3.776283 -3.779574 0.220 0.115 -0.325
H -3.107952 -4.213206 -6.154145 0.561 -0.330 0.715
H -0.915965 -5.607710 -6.619889 -0.940 0.831 0.465
H 0.470542 -6.130211 -4.788798 0.100 -0.258 0.000
H -0.145027 -5.703924 -2.418641 -1.097 0.319 -0.995
H 3.885479 -2.956502 1.095101 0.069 -0.780 -0.082
H 6.100644 -2.205989 0.185636 -0.952 0.415 -0.028
H 6.155365 -0.268277 -1.333386 -1.197 0.237 0.865
H 4.114217 1.344354 -1.230383 -0.359 -0.550 -0.477
```
Positions in Å, forces in eV/Å.

As for the calculated total energy: -2332.4448 hartree. As for the orbital gap: 6.51 eV. The LUMO energy comes out at 2.6 eV. For the molar mass, the calculation gives 615.088 g mol⁻¹. Its total charge is -1.



A molecular structure, C25H24IrN9S, computed with ωB97M-V with the def2-TZVPD basis set.

```
60
Properties=species:S:1:pos:R:3:forces:R:3
Ir 12.824440 8.805267 14.938422 0.313 -0.162 0.024
C 11.408910 8.149712 19.810244 -0.194 0.166 -0.070
C 12.662133 8.380794 20.377885 -0.614 0.187 1.063
C 13.800528 8.488414 19.568794 -0.107 0.680 0.761
C 13.657773 8.546251 18.159636 0.997 -1.829 1.348
N 12.465223 8.205550 17.578921 -0.023 0.748 1.923
C 11.406680 8.031491 18.423611 1.033 -0.284 -3.049
C 14.904642 8.614694 17.391323 -5.468 -0.355 -3.527
C 16.157368 8.665686 17.912045 0.928 0.152 1.209
C 17.244442 8.778556 17.121660 -0.063 0.007 -1.397
C 17.093944 8.798858 15.732207 -0.298 0.051 -1.086
C 15.802945 8.853675 15.153964 -1.764 -0.431 1.341
C 14.586443 8.654369 15.935054 4.528 0.807 -0.331
H 10.424380 8.065813 20.353641 1.488 0.078 -0.400
H 12.649851 8.509534 21.476032 0.652 -0.266 -0.717
H 14.819710 8.583513 20.010548 -1.410 0.022 -0.074
H 10.556608 7.742004 17.805459 -0.361 0.070 0.780
H 16.133090 8.603869 18.973366 1.180 0.114 0.524
H 18.231960 8.912407 17.392441 1.739 -0.108 1.494
H 17.960689 8.781975 15.009313 -0.858 0.155 1.194
H 15.833941 9.106045 14.112282 -0.577 -0.269 -0.529
N 12.036430 5.441079 14.252807 -1.195 0.939 -0.326
C 10.954162 6.244140 14.275711 0.610 -0.179 0.489
N 9.767072 5.763794 13.896454 1.043 1.097 0.400
C 8.704168 6.569398 14.124482 1.049 -0.535 0.929
N 7.543311 6.049075 13.872844 -0.618 -1.247 -0.644
N 8.731252 7.797876 14.744541 1.347 -0.756 -0.313
C 9.953290 8.158569 15.044211 0.406 0.860 -0.296
N 11.150855 7.520754 14.802163 -2.163 -0.512 -0.533
C 10.077989 9.493309 15.688154 0.496 0.362 0.813
C 9.000915 10.147949 16.247753 -0.673 1.173 -0.208
C 9.168410 11.416545 16.824774 -1.554 -0.733 -1.025
C 10.414319 11.986420 16.828377 0.073 -0.141 0.424
C 11.482896 11.298163 16.347531 -0.087 -3.113 -0.914
N 11.308723 10.012015 15.799333 -0.163 2.738 0.561
H 11.898177 4.492075 14.047491 -0.362 -1.314 -0.529
H 12.938475 5.660713 14.597302 0.475 0.667 0.369
H 7.553748 5.050649 13.599224 -0.484 1.098 0.132
H 6.719872 6.554216 14.142850 -0.380 -0.178 -0.076
H 7.995269 9.795002 16.083602 0.014 -0.403 0.201
H 8.257998 11.986340 17.092670 0.801 -0.437 0.217
H 10.553210 12.930891 17.267547 0.259 1.166 0.339
H 12.496066 11.652110 16.435500 0.155 0.033 -0.257
C 12.003744 10.582704 8.323899 2.676 0.479 -0.945
C 11.535910 10.252228 9.647740 0.300 0.671 1.399
C 10.232430 10.039815 10.003215 -0.098 -0.119 -0.420
C 9.883681 9.937556 11.321409 -0.657 -0.592 1.915
N 10.820789 9.940672 12.294139 -0.060 0.410 -0.043
C 12.054360 10.141622 11.940316 0.956 -0.684 0.709
S 13.363540 10.162350 13.106343 0.008 -0.116 0.027
N 12.454104 10.266383 10.665032 -0.054 0.175 -1.359
C 8.474600 9.845792 11.878767 1.036 0.259 -1.232
H 12.597688 11.549145 8.285892 -0.343 -1.045 0.622
H 11.210862 10.854407 7.661086 -0.535 -0.849 -0.725
H 12.753236 9.769632 8.031342 -1.278 1.000 -0.391
H 9.487287 9.936635 9.258662 -0.554 0.194 -0.714
H 13.454161 10.359633 10.403553 -0.868 0.104 0.523
H 7.769782 9.588621 11.088006 -0.138 0.045 0.285
H 8.296963 10.855415 12.249368 -0.413 0.026 0.090
H 8.468854 9.158582 12.715648 -0.150 -0.075 0.023
```
Positions in Å, forces in eV/Å.

As for the calculated total energy: -1961.3657 hartree. As for the spin multiplicity: 6. As for the orbital gap (alpha / beta): 7.46 / 5.37 eV. The LUMO energy (alpha / beta) comes out at -8.5 / -12.0 eV. For the molar mass, the calculation gives 674.814 g mol⁻¹. Its total charge is +3. Its expectation value of S² is 8.798.



A single C25H24N2O5 molecule, computed with ωB97M-V with the def2-TZVPD basis set.

```
56
Properties=species:S:1:pos:R:3:forces:R:3
C -0.246522 -1.000457 3.272640 0.060 0.034 -0.104
C 0.923378 -0.621793 2.411870 -0.008 -0.001 -0.023
C 2.174841 -1.166886 2.659693 -0.031 0.058 -0.093
C 3.278966 -0.824846 1.900906 0.146 0.116 -0.258
C 3.141422 0.082558 0.858775 -0.221 -0.042 0.563
C 4.344502 0.532038 0.100995 0.006 -0.095 0.082
O 5.403309 0.753377 0.648833 0.037 -0.036 0.075
N 4.188292 0.763641 -1.241325 0.544 0.439 -0.209
C 3.171329 0.356369 -2.083552 -0.303 -0.134 -0.464
C 2.536729 -0.874035 -1.892243 0.050 -0.046 -0.088
C 1.519693 -1.282590 -2.727566 0.058 0.112 0.010
C 1.105970 -0.477343 -3.780308 -0.084 -0.010 -0.080
C 1.747442 0.719196 -4.011068 0.044 -0.038 0.061
C 2.790454 1.146743 -3.187089 -0.135 -0.234 0.116
C 3.485917 2.406071 -3.493625 0.471 0.280 0.125
O 4.505211 2.795135 -2.961151 -0.042 0.000 -0.030
O 2.906192 3.119711 -4.467643 -0.370 0.143 -0.315
C 1.901151 0.655223 0.604601 0.128 0.062 0.007
C 0.792448 0.297262 1.358862 0.407 -0.088 -0.059
N -0.470553 0.847462 1.096352 -0.040 -0.186 0.511
C -0.856354 1.614185 0.041066 -0.564 0.138 0.051
O -0.132511 2.022453 -0.838614 0.119 0.073 -0.197
C -2.359334 1.931185 0.066571 0.146 0.302 -0.073
O -3.149356 0.842237 -0.371389 -0.206 -0.390 0.080
C -3.241200 -0.250461 0.479366 -0.042 -0.274 0.125
C -2.522965 -1.409654 0.169273 -0.065 0.151 -0.068
C -1.604818 -1.457916 -1.013443 0.002 0.083 -0.014
C -2.669053 -2.523898 0.986408 -0.115 0.089 -0.013
C -3.504506 -2.492277 2.087904 -0.012 -0.068 0.017
C -4.219415 -1.344276 2.376452 0.093 -0.036 -0.037
C -4.108401 -0.214603 1.577106 0.075 0.173 -0.147
C -4.928987 1.004869 1.876109 0.032 0.032 -0.038
H -0.658685 -0.126003 3.778106 -0.099 0.049 0.075
H 0.066971 -1.707896 4.035619 -0.031 -0.029 0.055
H -1.038415 -1.466665 2.685505 -0.094 0.014 0.037
H 2.286671 -1.870870 3.471412 -0.020 -0.066 0.085
H 4.248685 -1.249050 2.109824 0.110 -0.017 0.041
H 4.855736 1.416327 -1.651899 -0.134 -0.141 0.191
H 2.863751 -1.511069 -1.084874 0.013 -0.053 0.003
H 1.052289 -2.242778 -2.567492 -0.038 -0.085 0.037
H 0.299429 -0.794553 -4.422604 -0.063 -0.022 -0.082
H 1.456594 1.344770 -4.839639 -0.033 0.024 -0.047
H 3.412926 3.933621 -4.614952 0.097 -0.224 0.201
H 1.788251 1.389778 -0.174043 -0.016 -0.010 -0.023
H -1.200036 0.539170 1.724379 0.008 0.125 -0.154
H -2.549770 2.729686 -0.653789 0.144 -0.071 0.179
H -2.651071 2.264415 1.071884 -0.042 -0.054 -0.083
H -1.727385 -0.575721 -1.635369 0.078 -0.017 -0.085
H -1.811073 -2.342971 -1.612173 0.026 -0.068 -0.073
H -0.566458 -1.506801 -0.683587 0.078 0.020 -0.027
H -2.118236 -3.422416 0.749311 0.072 -0.103 -0.037
H -3.606916 -3.364736 2.715451 -0.012 -0.086 0.058
H -4.888108 -1.323170 3.224373 -0.092 0.013 0.084
H -5.894660 0.714431 2.283382 -0.055 0.027 0.033
H -4.434605 1.637771 2.615355 -0.028 0.084 0.004
H -5.089155 1.586052 0.971053 -0.048 0.084 0.015
```
Positions in Å, forces in eV/Å.

As for the calculated total energy: -1452.8561 hartree. As for the orbital gap: 8.86 eV. The LUMO energy comes out at 0.3 eV. For the molar mass, the calculation gives 432.476 g mol⁻¹. As for the SMILES: Cc1ccc(C(=O)Nc2ccccc2C(=O)O)cc1NC(=O)COc1c(C)cccc1C.



A single C25H24N2O6 molecule, computed with ωB97M-V with the def2-TZVPD basis set.

```
57
Properties=species:S:1:pos:R:3:forces:R:3
C -2.189251 -3.868315 -2.340101 0.058 -0.041 -0.216
O -2.495161 -3.597569 -0.994545 -0.121 0.147 0.333
C -3.053321 -2.388539 -0.682811 -0.041 0.016 0.225
C -3.260275 -1.351165 -1.584219 0.130 -0.211 -0.194
C -3.785687 -0.150730 -1.139527 -0.086 -0.043 0.216
C -4.112514 0.045521 0.195298 -0.161 -0.162 0.004
C -4.586842 1.397112 0.654920 -0.090 0.117 -0.168
C -3.559395 2.457371 0.269304 -0.153 -0.221 0.148
O -3.833262 3.458011 -0.351924 -0.135 0.274 -0.196
N -2.306812 2.096037 0.668940 0.075 -0.291 0.276
C -1.105983 2.713396 0.364468 0.307 0.143 -0.135
C -1.047813 4.081022 0.080196 -0.054 0.021 0.039
C 0.138074 4.693520 -0.252610 0.334 -0.147 -0.022
C 1.315160 3.948308 -0.312470 -0.320 -0.259 0.043
C 2.574437 4.620502 -0.675294 0.288 0.517 -0.156
O 2.684779 5.796073 -0.921786 -0.077 -0.054 0.024
O 3.636643 3.790961 -0.712327 0.205 -0.424 0.044
C 1.270704 2.586643 -0.035657 -0.068 0.262 0.031
C 0.082641 1.957976 0.308692 -0.168 0.436 0.087
N 0.169894 0.559969 0.502631 0.282 -0.120 -0.368
C -0.449037 -0.277724 1.364459 0.116 -0.173 -0.050
O -1.373755 0.034379 2.095345 -0.032 0.034 0.385
C 0.082118 -1.704179 1.332449 -0.025 0.014 0.064
C 1.495524 -1.823426 0.845328 0.037 -0.191 0.101
C 1.779187 -2.236544 -0.454302 0.076 0.019 0.141
C 3.079819 -2.311959 -0.904256 0.284 0.043 0.003
C 4.141449 -1.971458 -0.063316 -0.181 -0.023 -0.081
O 5.383559 -2.078058 -0.603359 -0.323 -0.073 -0.145
C 6.497541 -1.762345 0.197037 0.200 0.061 0.149
C 3.866688 -1.557067 1.236414 0.338 0.010 -0.052
C 2.556509 -1.486983 1.676102 -0.181 -0.085 -0.173
C -3.924612 -1.005684 1.085377 -0.100 0.007 -0.241
C -3.407565 -2.209012 0.654039 0.071 -0.202 -0.228
H -3.080566 -3.818987 -2.973234 0.035 0.016 0.014
H -1.431338 -3.179864 -2.730034 -0.042 -0.013 0.002
H -1.793487 -4.882709 -2.354102 -0.019 0.073 -0.057
H -3.011937 -1.460111 -2.628219 0.037 -0.044 -0.090
H -3.932147 0.654658 -1.844771 0.008 0.106 -0.104
H -4.717732 1.405293 1.738321 -0.038 0.015 0.018
H -5.535292 1.665527 0.185586 0.089 0.083 0.083
H -2.220714 1.240084 1.227226 0.016 0.183 -0.134
H -1.964683 4.645597 0.107885 -0.017 0.009 0.017
H 0.177064 5.748602 -0.472484 -0.013 0.095 -0.013
H 4.425498 4.297708 -0.959562 -0.281 0.131 0.027
H 2.180207 2.006729 -0.096428 0.067 -0.077 0.035
H 0.986650 0.159634 0.052341 -0.232 0.030 0.091
H -0.596120 -2.273933 0.691658 -0.020 -0.007 0.047
H -0.019751 -2.100465 2.344658 -0.074 0.066 -0.057
H 0.969500 -2.509473 -1.115562 -0.111 -0.034 -0.078
H 3.305947 -2.636310 -1.907401 0.028 -0.042 -0.131
H 6.476450 -0.716934 0.521247 -0.008 -0.046 -0.002
H 6.560313 -2.415028 1.073568 -0.011 0.036 -0.028
H 7.369015 -1.924828 -0.434870 -0.034 0.028 0.087
H 4.660988 -1.290150 1.914941 0.105 0.019 0.035
H 2.356493 -1.164642 2.687700 -0.014 0.041 0.127
H -4.173387 -0.880313 2.127910 0.010 0.041 0.128
H -3.254411 -3.026116 1.341159 0.031 -0.111 0.093
```
Positions in Å, forces in eV/Å.

As for the calculated total energy: -1528.0864 hartree. As for the orbital gap: 8.75 eV. The LUMO energy comes out at 0.4 eV. For the molar mass, the calculation gives 448.475 g mol⁻¹. As for the SMILES: COc1ccc(CC(=O)Nc2ccc(C(=O)O)cc2NC(=O)Cc2ccc(OC)cc2)cc1.